# 1
A molecular structure, C39H58Cl10FO26Y. Source: OMol25; level of theory: ωB97M-V with the def2-TZVPD basis set.

Structure (XYZ):
```
135
Properties=species:S:1:pos:R:3:mulliken_charge:R:1
Y -2.3013 -0.5577 -1.1456 0.845
O -0.5935 -2.7980 1.8862 -0.422
C -1.0496 -2.0016 0.9124 0.155
O -1.7086 -0.9557 1.1685 0.705
O -0.8776 -2.3634 -0.2890 -0.425
H -1.0836 -2.5442 2.7229 0.000
O 0.7053 2.0373 -1.7742 0.328
C -0.2142 1.0914 -1.6794 0.437
O -1.1828 1.0935 -2.4758 -0.482
O -0.0790 0.1799 -0.8578 0.396
H 1.4547 1.8299 -1.1732 -0.020
O -4.4811 2.2243 0.8796 -0.583
C -3.7071 1.3265 0.2114 0.051
O -2.6105 1.7198 -0.3107 0.657
O -4.1511 0.1957 0.0980 -0.318
H -4.1526 3.0627 0.5784 0.288
O -3.9376 0.1578 -2.7162 -0.469
C -4.1192 0.6539 -3.8207 -0.066
O -5.3880 0.7860 -4.2905 -0.445
C -5.3449 1.5208 -5.5145 -0.462
C -3.9516 2.1803 -5.6309 -0.766
C -3.1479 1.1834 -4.7860 0.638
H -6.2166 2.2008 -5.5440 0.406
H -5.3841 0.7821 -6.3529 0.265
H -3.9041 3.1880 -5.2150 0.135
H -3.5746 2.4283 -6.5843 0.439
H -2.2871 1.5370 -4.3148 -0.317
H -2.9404 0.2551 -5.3929 0.153
O 2.0840 -3.7635 5.3390 -0.648
C 0.9573 -4.1754 5.3283 0.644
O 0.3902 -4.7879 4.2556 -0.398
C -1.0055 -5.1335 4.5290 -0.045
C -1.1342 -5.1466 6.0662 -0.497
C -0.0651 -4.1554 6.4606 -0.393
H -1.1151 -6.0945 4.1380 0.435
H -1.5587 -4.3358 4.0228 -0.070
H -0.9549 -6.1504 6.4405 0.295
H -2.1647 -4.8443 6.3256 0.265
H 0.4788 -4.3856 7.3333 0.487
H -0.3301 -3.0618 6.4557 0.034
O -1.6782 -2.0438 -3.0572 -0.560
C -0.7045 -2.6849 -3.4021 0.168
O -0.6831 -3.4538 -4.4794 -0.541
C 0.6921 -3.8702 -4.7798 -0.632
C 1.5422 -3.0728 -3.8289 -0.416
C 0.5743 -2.7759 -2.6331 0.889
H 0.9406 -3.6720 -5.8118 0.351
H 0.7667 -4.9307 -4.6249 0.301
H 1.8868 -2.2863 -4.4655 -0.013
H 2.3984 -3.6362 -3.5098 0.476
H 0.7575 -1.8638 -1.9997 -0.767
H 0.5512 -3.6995 -2.0555 0.421
O -2.1780 -2.2274 4.4301 -0.588
C -2.6233 -1.1361 4.3192 0.109
O -3.9355 -0.8307 4.2996 -0.452
C -4.2605 0.5410 3.9597 -0.429
C -2.9029 1.2765 3.9278 -0.211
C -1.8477 0.1743 4.2074 1.308
H -4.8150 0.9376 4.7857 0.307
H -4.8393 0.5787 3.0355 0.142
H -2.9213 2.0599 4.6131 0.621
H -2.6990 1.6767 2.9110 -0.380
H -1.3913 0.2873 5.2047 0.546
H -1.1611 0.0962 3.3174 -1.163
O -3.6520 -2.3302 -0.9259 -0.396
C -4.8218 -2.6087 -0.8682 0.148
O -5.1555 -3.9051 -1.0542 -0.382
C -6.5700 -3.9439 -0.7711 -0.473
C -7.1661 -2.5628 -0.9373 -0.802
C -5.9797 -1.6568 -0.5027 -0.085
H -6.7022 -4.4241 0.2416 0.274
H -7.0168 -4.6365 -1.5086 0.328
H -8.1793 -2.5267 -0.5208 0.356
H -7.3368 -2.4943 -2.0024 0.330
H -5.8831 -1.6394 0.5883 0.189
H -6.0326 -0.5854 -0.8067 0.373
O 5.9026 1.8402 0.0734 -0.450
C 5.9533 2.2274 1.1836 0.082
O 6.3548 1.4571 2.2326 -0.379
C 6.1528 2.1741 3.5026 0.024
C 5.9949 3.6580 3.0825 -0.730
C 5.4442 3.5388 1.6793 0.901
H 6.9056 1.9211 4.2591 0.381
H 5.2340 1.7582 3.9428 -0.160
H 6.8762 4.3409 3.1235 0.285
H 5.2999 4.2265 3.6523 0.380
H 5.8652 4.3757 1.0486 0.323
H 4.3530 3.4535 1.5578 -0.619
O 2.3773 1.7577 0.4849 -0.015
C 2.3855 0.9595 1.3760 -0.278
O 2.7812 1.2678 2.6331 -0.135
C 2.4760 0.1600 3.5518 -0.465
C 2.3421 -1.0869 2.6612 -0.046
C 1.9105 -0.4923 1.3040 2.213
H 1.6149 0.4306 4.1217 0.135
H 3.2701 0.1644 4.3139 0.459
H 1.6150 -1.8108 2.9941 -0.169
H 3.2727 -1.5827 2.4278 0.080
H 0.7976 -0.3434 1.2211 -1.846
H 2.3494 -0.9162 0.3838 -0.073
C 1.9797 5.3764 -1.2052 0.472
Cl 3.6675 4.7161 -1.4575 -0.144
Cl 1.3863 6.3368 -2.5789 -0.176
H 1.2941 4.4892 -1.1702 -0.596
H 1.9433 6.0606 -0.3606 0.377
C 0.6489 3.8028 1.9522 0.154
Cl -0.3942 2.3410 1.6868 0.026
Cl 1.2259 4.0434 3.6178 -0.214
H 1.6433 3.5683 1.4633 -0.545
H 0.0037 4.5997 1.7447 0.491
C 0.9989 1.8457 -5.0497 1.590
Cl 0.3077 0.4906 -6.0611 -0.197
Cl 0.5210 3.4207 -5.7542 -0.203
H 0.6401 1.7866 -4.0238 -1.487
H 2.0765 1.8510 -4.9768 0.150
C -1.9078 4.4058 -1.4839 1.275
Cl -3.2796 4.1563 -2.5512 -0.192
Cl -2.4076 5.3457 -0.0577 -0.185
H -1.6451 3.3773 -1.1964 -1.173
H -1.2063 5.0275 -2.0549 0.122
C 6.4471 -2.3622 0.8177 -0.506
Cl 4.8156 -1.7131 0.3080 0.032
Cl 7.5547 -2.7257 -0.5540 -0.174
H 6.8910 -1.6897 1.5526 0.267
H 6.2421 -3.3193 1.2429 0.395
C 5.3685 -0.0022 -2.6094 0.046
C 5.1426 1.2780 -3.3858 0.401
O 3.7306 1.3098 -3.5050 -0.358
C 3.2078 0.0480 -3.2529 0.233
O 2.0936 -0.2440 -3.3452 0.123
O 4.2647 -0.7265 -3.0261 -0.324
F 5.6442 1.1569 -4.6730 -0.361
H 5.2718 0.1776 -1.5750 -0.246
H 6.3758 -0.4187 -2.8304 0.234
H 5.5988 2.2011 -3.0380 0.216
```

Maximum force ... 0.08459 hartree/bohr
Total charge ... 0
HOMO-LUMO gap ... 9.940 eV



# 2
7 unconnected molecules or ions with the total composition C39H59BIN3O15S. Source: OMol25; level of theory: ωB97M-V with the def2-TZVPD basis set.

Structure (XYZ):
```
119
Properties=species:S:1:pos:R:3:mulliken_charge:R:1
C -3.0369 0.1517 -0.8410 -1.616
C -1.7203 0.2287 0.0509 0.569
C -0.5070 -0.6677 -0.4614 -1.747
I -0.8976 -1.6740 -2.3865 0.034
C 0.0098 -1.6933 0.6069 0.396
C -0.8963 -2.8195 1.1587 0.531
B -2.4340 -3.0333 0.7003 1.151
O -2.7040 -3.8853 -0.3962 -0.866
O -3.5381 -2.4430 1.3654 -0.587
C -0.4253 -3.7932 2.1583 -0.131
N -1.3589 -4.8051 2.6617 -0.516
C 0.9924 -3.7800 2.6818 0.596
N 1.6359 -4.5904 3.5719 -0.822
S 3.2167 -4.0000 3.7198 0.122
N 3.0860 -2.7084 2.6781 -0.549
C 1.8243 -2.6370 2.0947 0.968
C 1.4007 -1.5715 1.0951 -0.070
O 2.2255 -0.5663 0.6302 -0.544
C 2.7772 0.2381 1.6987 -0.915
C 2.1461 1.6873 1.8039 1.606
C 2.9828 2.6085 0.7843 -1.724
C 2.5054 2.2112 3.2741 0.367
C 1.5960 1.5451 4.3969 -1.086
C 2.3525 3.7827 3.4251 -1.377
H -3.8104 0.8379 -0.3626 0.269
H -2.8870 0.5694 -1.8814 0.478
H -3.5054 -0.8702 -0.8676 0.420
H -1.3754 1.3075 -0.0291 0.194
H -2.0423 0.0057 1.1042 0.133
H 0.3707 0.0086 -0.6884 0.634
H -3.3128 -4.5964 -0.1117 0.154
H -3.1873 -1.9612 2.1427 0.323
H -1.2798 -5.5795 1.9837 0.127
H -1.0696 -5.1049 3.5996 0.353
H 2.7305 -0.2291 2.7176 0.237
H 3.8819 0.3837 1.4766 0.127
H 1.0460 1.7343 1.5831 -0.229
H 2.8300 2.1522 -0.2357 0.382
H 4.0473 2.5585 1.1440 0.397
H 2.6112 3.6702 0.7556 0.309
H 3.5958 1.9554 3.4741 0.354
H 1.7807 2.0465 5.3997 0.449
H 1.8767 0.4594 4.5459 0.331
H 0.4933 1.5677 4.1332 0.123
H 2.3612 3.9934 4.5431 0.457
H 3.2074 4.3602 2.9776 0.299
H 1.3424 4.1614 3.0741 0.111
O -6.2401 2.8163 -1.8263 -0.605
C -6.7103 1.7501 -1.5412 0.542
C -6.4407 0.4449 -2.2481 0.178
C -7.5653 -0.4354 -1.7341 -0.552
C -7.8321 0.1481 -0.3629 -0.357
O -7.5440 1.5488 -0.4858 -0.373
H -5.4612 0.0720 -1.9439 -0.300
H -6.4873 0.5668 -3.3288 0.340
H -7.3169 -1.4968 -1.7091 0.341
H -8.4473 -0.3112 -2.3685 0.268
H -7.1777 -0.2759 0.4038 0.206
H -8.8691 0.0135 -0.0552 0.324
O -1.7224 -6.8240 0.0042 -0.503
C -0.6877 -7.1809 -0.4932 0.550
C 0.6950 -6.8657 0.0199 0.121
C 1.5638 -7.2107 -1.1752 -0.698
C 0.7598 -8.2977 -1.8560 -0.471
O -0.6135 -7.9724 -1.5917 -0.398
H 0.9099 -7.5050 0.8793 0.317
H 0.7821 -5.8139 0.2920 -0.161
H 2.5734 -7.5242 -0.9093 0.361
H 1.6439 -6.3413 -1.8333 0.292
H 0.9680 -9.2891 -1.4445 0.256
H 0.9298 -8.3201 -2.9323 0.348
O -0.8021 2.2447 3.1063 -0.599
C -1.5709 3.1476 2.9076 0.333
C -3.0731 3.0743 3.0271 -0.335
C -3.5126 4.3304 2.2973 -0.474
C -2.3393 5.2604 2.5206 -0.550
O -1.1869 4.4065 2.5785 -0.325
H -3.3472 3.0992 4.0840 0.317
H -3.4605 2.1750 2.5509 0.156
H -4.4590 4.7378 2.6531 0.346
H -3.6186 4.1165 1.2302 0.232
H -2.4152 5.8071 3.4645 0.287
H -2.2236 5.9764 1.7071 0.357
O 5.4972 4.1590 0.3384 -0.619
C 6.1105 3.9609 -0.6745 0.495
C 5.5978 4.1740 -2.0765 0.130
C 6.6112 3.4070 -2.9051 -0.546
C 7.8640 3.5106 -2.0632 -0.405
O 7.4050 3.5438 -0.7046 -0.365
H 5.6100 5.2365 -2.2998 -0.132
H 4.5938 3.7683 -2.1926 0.313
H 6.7377 3.7962 -3.9127 0.308
H 6.3031 2.3600 -2.9845 0.319
H 8.4247 4.4280 -2.2643 0.222
H 8.5251 2.6550 -2.2046 0.311
O -8.0638 -7.2021 0.1438 -0.579
C -7.0251 -7.5526 -0.3423 0.450
C -5.6469 -7.2320 0.1840 -0.305
C -4.7650 -7.5730 -1.0032 0.014
C -5.5567 -8.6625 -1.6932 -0.533
O -6.9342 -8.3449 -1.4439 -0.351
H -5.4371 -7.8708 1.0444 0.303
H -5.5673 -6.1812 0.4577 0.171
H -3.7579 -7.8814 -0.7274 0.017
H -4.6821 -6.7025 -1.6606 0.223
H -5.3477 -9.6534 -1.2803 0.279
H -5.3746 -8.6831 -2.7679 0.324
O 6.3101 5.9956 -4.0364 -0.546
C 6.2866 7.1973 -4.0167 0.520
C 7.4705 8.1102 -4.2191 -0.438
C 6.9416 9.4361 -3.7039 -0.498
C 5.4581 9.3220 -3.9823 -0.464
O 5.1554 7.9257 -3.8459 -0.342
H 7.7092 8.1518 -5.2839 0.293
H 8.3309 7.7690 -3.6459 0.245
H 7.4022 10.3058 -4.1730 0.322
H 7.1125 9.5053 -2.6262 0.274
H 5.1996 9.6366 -4.9970 0.279
H 4.8628 9.8964 -3.2729 0.318
```

Maximum force ... 0.07311 hartree/bohr
Total charge ... 0
Energy relative to the best compared isomer or geometry (same formula, charge and spin) ... 241.5 kJ/mol
HOMO-LUMO gap ... 7.197 eV
SMILES ... CC[C@H](I)c1c(B(O)O)c(N)c2nsnc2c1OC[C@H](C)C(C)C.O=C1CCCO1.O=C1CCCO1.O=C1CCCO1.O=C1CCCO1.O=C1CCCO1.O=C1CCCO1



Question: Which value of total charge does entry 1 give?
Answer: 0